DFT (ωB97M-V/def2-TZVPD) results for a cluster of 2 separate species, C3H4ClN3 in total in a non-equilibrium geometry.

Last column: Mulliken charge in e.
Cartesian coordinates (Å):
C  3.9117  0.7312  0.2218  0.36
C  -0.8653  -0.1196  0.4030  -0.69
C  3.0607  0.1706  -0.6304  -0.21
N  4.5818  1.4078  0.9011  -0.40
N  0.5208  0.0209  0.1801  0.31
N  1.2539  0.9416  0.1503  -0.36
Cl  2.6478  -1.5444  -0.3950  -0.15
H  -1.1913  -0.2000  -0.6208  0.29
H  -1.4862  0.7476  0.8692  0.27
H  -1.2477  -0.9444  1.0439  0.26
H  3.0697  0.4245  -1.7492  0.32

As for the spin multiplicity: 1. The calculation puts the orbital gap at 8.1 eV. For the total energy, the calculation gives -20164.224 eV. The energy relative to the best compared isomer or geometry (same formula, charge and spin) comes out at 418.2 kJ/mol. Its LUMO energy is -0.013 Eh.